This record from the Open Molecules 2025 dataset describes the molecule C6H11NO2S at a distorted geometry. The level of theory is ωB97M-V with the def2-TZVPD basis set.

Properties
HOMO level (spin up / spin down) in hartree: -0.344 / -0.344
Electronic energy in eV: -22815.544
LUMO energy (spin up / spin down) in eV: -1.5 / -1.4
Energy above the lowest of the compared OMol25 structures with the same formula, charge and spin in kcal/mol: 105.6

ORCA input file:
```
! wB97M-V def2-TZVPD RIJCOSX def2/J DEFGRID3
* xyz 0 1
C -1.82263 0.34474 -0.22508
C -0.91836 -0.27117 -0.97096
C -1.64790 0.41775 1.18111
C 0.37687 -0.68049 -0.37620
C 0.47682 -2.18427 -0.64197
C 1.29361 2.05284 1.41389
N 0.44612 -0.53561 1.03049
O 2.88802 -0.06120 0.63398
O 1.94789 0.05922 2.96966
S 1.78975 0.24488 1.56730
H -2.55366 0.97708 -0.74062
H -0.86924 -0.21239 -2.15969
H -1.94093 1.24811 1.71210
H -1.68805 -0.46863 1.80620
H 1.33726 -0.35816 -0.83801
H 1.42713 -2.57342 -0.50482
H 0.19408 -2.40121 -1.77222
H -0.17321 -2.51952 0.10252
H 0.59962 2.27047 2.31774
H 2.14138 2.62421 1.66740
H 0.75561 2.28029 0.53416
*
```